Record 1
The following is a DFT calculation (ωB97M-V/def2-TZVPD) of 2 unconnected molecules or ions with the total composition H4O2 in a non-equilibrium geometry.

Summary:
Strongest force on any atom   1.8 eV Å⁻¹
E_tot   -4159.7120 eV
Charge   0
Energy above the lowest of the compared OMol25 structures with the same formula, charge and spin   21.9 kJ/mol
SMILES   O.O
Spin multiplicity   1
HOMO-LUMO gap   0.442 Ha

Last column: Löwdin charge in e.
Atoms and positions in Å:
O 1.56440 -0.37802 -0.06450  -0.04
O -1.73242 -0.37817 -0.02556  -0.06
H -2.22723 0.42727 -0.00871  0.01
H -0.77726 -0.12527 0.07668  0.02
H 1.99369 0.14709 0.61868  0.05
H 1.17881 0.30710 -0.59659  0.02

=====

Record 2
The following is a DFT calculation (ωB97M-V/def2-TZVPD) of C4H10N2O2 in the gas phase.

Summary:
Strongest force on any atom   0.8 eV Å⁻¹
E_tot   -11383.8047 eV
Charge   0
Energy above the lowest of the compared OMol25 structures with the same formula, charge and spin   298.9 kJ/mol
SMILES   C=NN[C@](C)(O)OC
Spin multiplicity   1
HOMO-LUMO gap   0.355 Ha

Last column: Löwdin charge in e.
Atoms and positions in Å:
O 0.07746 -0.53402 1.29745  0.03
O 0.53121 1.49493 0.28661  -0.11
N -1.37853 0.48782 -0.22836  0.00
N -2.34617 -0.38243 -0.52338  -0.04
C 0.00322 0.19705 0.11399  -0.64
C 0.73349 -0.59294 -0.97998  0.02
C -2.30425 -1.61594 -0.24673  -0.08
C 1.89324 1.55386 0.66473  -0.08
H 1.65835 -0.99852 -0.58142  0.09
H 0.94148 0.06829 -1.81668  0.10
H 2.05590 2.56530 1.03094  0.09
H 0.10596 -1.41173 -1.31772  0.07
H -0.45983 -0.09304 1.96798  0.12
H -1.48094 -2.14151 0.22907  0.06
H -1.50835 1.38881 -0.66374  0.14
H 2.55080 1.36424 -0.18869  0.09
H -3.18232 -2.18441 -0.50273  0.05
H 2.10927 0.83425 1.45866  0.09

=====

Record 3
The following is a DFT calculation (ωB97M-V/def2-TZVPD) of 13 unconnected molecules or ions with the total composition C38H108N6O13S7 in a non-equilibrium geometry.

Summary:
Strongest force on any atom   3.6 eV Å⁻¹
E_tot   -152551.7610 eV
Charge   0
Spin multiplicity   1
HOMO-LUMO gap   0.319 Ha

Last column: Löwdin charge in e.
Atoms and positions in Å:
S -17.24665 -19.20448 -4.66801  0.82
S -14.02469 -13.34954 -9.33779  0.84
S -17.41746 -21.58499 -14.32121  0.80
S -19.99144 -20.04678 -9.94656  0.78
S -14.34038 -19.81075 -17.50876  0.80
S -9.54467 -23.50746 -11.41590  0.79
S -16.22535 -15.25424 -6.63410  0.81
O -18.28490 -22.03026 -13.23942  -0.54
O -20.24950 -19.30858 -11.19776  -0.55
O -15.55180 -13.38692 -9.34080  -0.59
O -17.77396 -20.25730 -3.76345  -0.57
O -15.53431 -20.64678 -17.71451  -0.56
O -18.32817 -16.36789 -13.54812  -0.23
O -9.72239 -18.58314 -11.59920  -0.20
O -14.55533 -18.85390 -11.86780  -0.19
O -11.81590 -17.17823 -6.52964  -0.19
O -16.23021 -25.21672 -7.31132  -0.18
O -12.39432 -15.99168 -15.30925  -0.21
O -9.51474 -24.88085 -10.84598  -0.55
O -15.67968 -16.62024 -6.55059  -0.58
N -8.32233 -19.18812 -14.11001  0.04
N -13.95459 -22.28919 -7.62677  0.05
N -19.54568 -14.82259 -10.43888  0.06
N -15.17259 -15.97274 -13.01984  0.06
N -9.20634 -19.43525 -7.76004  0.04
N -14.10935 -18.54833 -8.29232  0.09
C -10.03402 -22.36392 -10.16687  -0.30
C -15.26450 -19.69072 -12.70342  -0.13
C -13.55220 -12.74483 -11.03064  -0.23
C -13.32146 -20.12481 -18.98894  -0.23
C -15.60396 -15.29245 -15.35237  -0.04
C -15.18772 -23.06787 -7.91377  -0.42
C -19.34666 -16.07576 -12.60896  -0.18
C -15.32119 -23.25608 -9.41636  -0.05
C -9.59033 -18.46944 -14.03239  -0.43
C -20.93346 -21.54011 -10.11339  -0.26
C -14.82620 -19.07577 -10.54845  -0.25
C -10.11805 -19.38150 -5.47565  -0.03
C -18.68391 -15.39315 -11.40318  -0.45
C -15.45057 -19.55629 -4.78510  -0.23
C -16.00082 -26.50568 -6.85460  -0.12
C -11.11261 -15.32918 -15.15043  -0.09
C -18.28647 -20.64762 -10.11569  -0.23
C -16.30083 -22.96864 -14.72200  -0.23
C -13.24234 -15.43215 -14.30375  -0.23
C -11.18100 -23.54141 -12.21545  -0.26
C -13.74648 -18.48876 -9.69549  -0.40
C -10.54941 -17.45972 -7.08946  -0.21
C -16.65395 -14.86437 -4.83391  -0.20
C -18.42652 -17.68789 -14.05029  -0.08
C -10.33196 -19.00959 -12.85067  -0.17
C -10.40607 -18.77928 -15.32368  -0.04
C -14.61813 -16.04099 -14.39898  -0.41
C -14.89247 -18.15023 -18.00832  -0.23
C -12.47079 -19.34380 -9.93519  -0.02
C -15.14076 -24.39170 -7.14761  -0.24
C -17.91856 -15.45273 -7.23462  -0.23
C -17.66129 -16.33367 -10.79838  -0.05
C -10.36345 -18.92787 -6.93031  -0.43
C -13.38327 -15.04031 -9.52973  -0.25
C -17.59843 -19.79911 -6.41788  -0.23
C -12.02412 -15.86916 -6.23591  -0.13
C -18.27815 -21.80769 -15.93933  -0.23
C -9.99693 -17.28273 -11.35402  -0.17
H -12.45787 -19.45771 -18.95255  0.06
H -7.98165 -18.95410 -13.16948  0.08
H -15.64572 -17.84901 -17.38354  0.00
H -18.47182 -14.51886 -7.10634  0.07
H -21.99326 -21.32269 -9.95529  0.05
H -15.06916 -15.03111 -16.26399  0.07
H -10.22450 -20.13341 -12.87486  0.13
H -11.56067 -18.80676 -9.64029  0.05
H -10.91645 -22.79282 -9.63141  0.07
H -9.31381 -17.45004 -13.99019  0.11
H -13.86610 -15.34850 -10.46440  0.05
H -18.56950 -19.49350 -6.79806  0.04
H -14.96774 -24.28693 -6.05975  0.13
H -19.12714 -21.15994 -16.10761  0.05
H -18.32315 -18.29920 -13.19432  0.05
H -16.87814 -27.16073 -6.96570  0.10
H -10.25108 -20.46590 -5.48543  0.08
H -15.64786 -23.19158 -13.90352  0.04
H -17.29948 -16.94575 -11.58986  0.04
H -17.81301 -15.84860 -8.20208  -0.02
H -15.06701 -19.33981 -3.85380  0.02
H -9.23132 -22.38731 -9.42092  0.06
H -12.35293 -14.85568 -9.50037  0.03
H -19.75555 -17.03807 -12.24036  0.11
H -13.33891 -18.11744 -7.80207  0.05
H -14.07313 -17.44210 -18.00707  0.06
H -10.74362 -15.56426 -14.19194  0.05
H -14.86782 -20.16477 -10.32901  0.12
H -12.73964 -15.64615 -13.34093  0.11
H -15.13488 -26.95048 -7.29535  0.08
H -18.26773 -20.89123 -11.20488  0.04
H -20.22598 -14.21243 -10.81041  0.06
H -14.23356 -21.27804 -7.53845  0.07
H -13.38834 -22.30233 -8.43894  0.01
H -15.76926 -18.59302 -10.28121  0.12
H -9.74880 -18.60771 -16.18153  0.08
H -14.35198 -23.75304 -9.69027  0.09
H -11.03778 -24.22415 -13.06297  0.05
H -9.52986 -16.55032 -12.03256  0.09
H -16.83708 -19.33746 -7.03914  0.02
H -10.11294 -21.40454 -10.71300  0.04
H -8.42406 -20.18084 -14.12433  0.06
H -20.01251 -15.54890 -9.91363  0.08
H -16.31508 -19.40439 -12.80709  0.06
H -17.49384 -20.86036 -6.34754  0.03
H -15.83081 -22.72031 -15.65356  0.03
H -18.11821 -14.52555 -11.79267  0.15
H -13.64001 -17.48199 -10.04441  0.09
H -10.78533 -19.76740 -15.35414  0.06
H -18.07966 -21.53211 -9.57103  0.03
H -20.87921 -21.78378 -11.16795  0.05
H -19.40007 -17.90029 -14.49130  0.10
H -13.73510 -13.54584 -11.76095  0.03
H -14.51263 -17.08230 -14.74214  0.13
H -11.04830 -17.07380 -11.26688  0.07
H -8.34806 -18.88579 -7.51661  0.08
H -12.39213 -19.63807 -10.96825  0.06
H -18.61561 -22.85242 -15.94027  0.06
H -10.75219 -18.87799 -4.80407  0.06
H -14.05685 -11.81192 -11.29591  0.06
H -11.96504 -15.25008 -7.13125  0.07
H -15.03125 -18.92507 -5.59232  0.03
H -14.73798 -19.69657 -13.68856  0.10
H -13.96266 -19.97574 -19.83661  0.05
H -16.38813 -15.94542 -15.66875  0.04
H -15.68753 -14.75558 -4.35025  0.04
H -17.62082 -19.82882 -9.86319  0.02
H -20.13503 -15.46579 -13.02606  0.12
H -17.16664 -15.81217 -4.62682  0.03
H -13.70812 -15.46328 -8.63408  0.00
H -12.50201 -20.30020 -9.39668  0.07
H -11.21004 -19.39245 -7.32709  0.10
H -17.22792 -13.93872 -4.74862  0.05
H -11.87022 -23.99513 -11.48876  0.05
H -13.01690 -15.73491 -5.82384  0.08
H -15.35396 -20.57978 -5.09038  0.04
H -13.37330 -14.30485 -14.38463  0.14
H -15.99741 -22.43994 -7.57498  0.11
H -15.78139 -26.41939 -5.78432  0.09
H -11.20512 -18.02502 -15.50717  0.06
H -9.58294 -17.04443 -10.34244  0.10
H -11.34304 -18.69528 -12.78785  0.10
H -10.60145 -17.17631 -8.15285  0.11
H -9.03289 -19.21896 -5.24126  0.09
H -20.63227 -22.35050 -9.46315  0.06
H -15.24040 -18.35519 -19.00903  0.05
H -17.59252 -17.77201 -14.73895  0.08
H -14.82558 -16.78473 -12.48763  0.05
H -16.17936 -23.82456 -9.73049  0.07
H -15.26627 -20.69991 -12.28037  0.08
H -10.38102 -15.76236 -15.84628  0.09
H -15.36102 -22.23549 -9.88154  0.06
H -15.94112 -14.34868 -14.87708  0.10
H -17.56725 -21.73041 -16.71489  0.00
H -16.83986 -15.89406 -10.19757  0.08
H -14.24879 -24.93470 -7.55044  0.13
H -18.30177 -16.33000 -6.65382  0.07
H -11.24007 -14.27500 -15.40374  0.09
H -11.40085 -22.47929 -12.49085  0.05
H -9.71394 -17.00676 -6.51736  0.14
H -16.21565 -16.08289 -13.07345  0.06
H -12.52290 -12.56715 -11.03791  0.02
H -11.36519 -15.49189 -5.44518  0.10
H -16.89089 -23.87488 -14.85040  0.06
H -18.23024 -16.95652 -10.10577  0.07
H -9.37298 -19.36215 -8.78075  0.05
H -12.97986 -21.10794 -18.82934  0.03
H -14.87071 -17.88125 -8.13198  0.04

=====

Record 4
The following is a DFT calculation (ωB97M-V/def2-TZVPD) of a molecular structure, C6H16N2 in a non-equilibrium geometry.

Summary:
Strongest force on any atom   2.9 eV Å⁻¹
E_tot   -9458.5287 eV
Charge   0
Energy above the lowest of the compared OMol25 structures with the same formula, charge and spin   342.1 kJ/mol
Spin multiplicity   1
HOMO-LUMO gap   0.310 Ha

Last column: Löwdin charge in e.
Atoms and positions in Å:
N 0.36807 -0.44379 2.20228  -0.05
N 1.41439 -0.87971 -0.12599  0.02
C 2.08009 0.06920 -0.94482  -0.18
C 0.07480 1.09627 -2.13374  -0.10
C -0.89259 -0.19210 1.75910  -0.40
C -1.09190 1.20560 1.22894  -0.10
C 1.52051 0.94067 -1.77969  -0.16
C -1.45676 -1.41252 0.23236  -0.10
H 2.19659 1.63343 -2.26873  0.09
H 1.90513 -1.76620 -0.08692  0.12
H -1.69906 -0.53660 2.40803  0.11
H 0.36179 -1.07012 -0.32162  0.07
H -0.56803 0.39633 -1.60593  0.03
H 1.08938 -0.54838 1.17338  0.08
H -0.06661 0.94642 -3.20742  0.08
H -1.30738 -1.40583 -0.85321  0.00
H 0.40377 -1.31071 2.73135  0.06
H -0.26753 2.10848 -1.90519  0.08
H -1.12427 1.90041 2.07229  0.08
H -2.01950 1.29397 0.66849  0.07
H 3.15545 0.08697 -0.79885  0.11
H -0.25551 1.49848 0.59682  0.06
H -1.29355 -2.40353 0.66426  0.02
H -2.52729 -1.20676 0.29480  0.02

=====

- Look up the strongest force on any atom of the second one.
  0.8 eV Å⁻¹